1.
A 2-piece molecular cluster, C2H6N3O3 overall at a distorted geometry. Source: the OMol25 dataset; level of theory: the ωB97M-V functional and the def2-TZVPD basis.

Summary:
**Kohn-Sham gap**: 0.4284 hartree
**Total charge**: +1
**E_LUMO**: -3.899 eV
**DFT total energy**: -469.35224 Eh

XYZ file:
```
14
C2H6N3O3 | the OMol25 dataset | the ωB97M-V functional and the def2-TZVPD basis
C -0.68 0.61 0.31
C -2.89 0.00 -0.32
N -0.04 1.57 0.22
N 2.87 -0.35 0.18
N -1.59 -0.20 0.43
O 4.01 -1.07 -0.18
O 3.11 0.77 0.40
O 1.80 -0.93 0.20
H -2.85 -0.53 -1.38
H -2.91 1.04 -0.59
H -3.74 -0.12 0.30
H 0.76 1.98 -0.18
H 3.70 -1.91 -0.64
H -1.53 -0.84 1.25
```

---

2.
A single CH5N3O3 molecule at a distorted geometry. Source: the OMol25 dataset; level of theory: the ωB97M-V functional and the def2-TZVPD basis.

Summary:
**Kohn-Sham gap**: 0.3960 hartree
**Total charge**: 0
**E_LUMO**: 0.117 eV
**SMILES**: CON(N)[N+](=O)[O-]
**DFT total energy**: -430.85680 Eh

XYZ file:
```
12
CH5N3O3 | the OMol25 dataset | the ωB97M-V functional and the def2-TZVPD basis
C -0.10 1.04 1.02
N 0.61 -1.39 -1.38
N 0.62 -0.94 -0.12
N 1.60 -1.44 0.75
O 1.98 -2.57 0.47
O 2.01 -0.73 1.66
O 0.68 0.58 -0.09
H 0.07 2.23 0.98
H 0.33 0.73 1.96
H -1.12 0.67 1.02
H 1.58 -1.63 -1.78
H 0.16 -2.27 -1.47
```

---

3.
A single C9H9NO2S molecule at a distorted geometry. Source: the OMol25 dataset; level of theory: the ωB97M-V functional and the def2-TZVPD basis.

Summary:
**Kohn-Sham gap**: 0.3587 hartree
**Total charge**: 0
**E_LUMO**: 0.544 eV
**SMILES**: CC(=O)O[C@](C)(C#N)c1cccs1
**DFT total energy**: -951.72086 Eh

XYZ file:
```
22
C9H9NO2S | the OMol25 dataset | the ωB97M-V functional and the def2-TZVPD basis
C 0.87 -2.11 -0.12
C -2.90 -0.97 -1.32
C -1.53 -1.40 -1.07
C -3.25 0.13 -0.62
C -0.90 -0.61 -0.13
C 1.73 0.73 -0.89
C 2.84 1.71 -0.57
C 0.26 -0.83 2.05
C 0.43 -0.85 0.49
N 1.09 -3.08 -0.64
O 1.32 0.52 -2.01
O 1.33 0.24 0.31
S -1.93 0.57 0.49
H -3.34 -1.21 -2.33
H -0.99 -2.22 -1.57
H -4.02 0.81 -0.55
H 3.03 2.32 -1.35
H 3.82 1.06 -0.41
H 2.52 2.24 0.38
H -0.10 0.19 2.24
H 1.20 -0.97 2.51
H -0.51 -1.49 2.48
```

---

4.
C30H52N2OS2SeSi3TeV as an isolated structure at a distorted geometry. Source: the OMol25 dataset; level of theory: the ωB97M-V functional and the def2-TZVPD basis.

Summary:
**Multiplicity**: 2
**Kohn-Sham gap (spin up / spin down)**: 0.2257 / 0.1984 hartree
**Total charge**: +2
**E_LUMO (spin up / spin down)**: -6.775 / -7.504 eV
**DFT total energy**: -6636.88570 Eh

XYZ file:
```
93
C30H52N2OS2SeSi3TeV | the OMol25 dataset | the ωB97M-V functional and the def2-TZVPD basis
V -0.16 0.50 1.01
S -0.78 2.21 2.46
C -0.43 3.24 1.05
N -0.96 4.51 1.04
C -0.84 5.43 -0.08
C -0.32 4.73 -1.36
N 0.68 3.70 -1.08
C 1.58 3.42 -2.24
C 2.65 4.48 -2.40
C 3.07 4.89 -3.69
C 4.14 5.74 -3.80
C 4.71 6.29 -2.62
C 4.24 5.93 -1.34
C 3.29 4.95 -1.20
C 0.48 2.86 -0.01
S 1.62 1.64 0.39
C -1.63 5.15 2.16
C -3.14 4.92 2.38
C -3.91 4.13 1.57
C -5.30 4.21 1.66
C -5.92 4.94 2.64
C -5.15 5.68 3.61
C -3.76 5.65 3.43
H -0.09 6.20 0.15
H -1.86 5.83 -0.20
H 0.08 5.48 -1.97
H -1.14 4.30 -1.94
H 0.99 3.45 -3.20
H 2.01 2.41 -2.07
H 2.62 4.33 -4.51
H 4.48 5.87 -4.81
H 5.51 7.05 -2.65
H 4.69 6.40 -0.48
H 3.11 4.49 -0.21
H -1.48 6.25 2.17
H -1.15 4.76 3.13
H -3.50 3.43 0.82
H -5.94 3.65 0.98
H -7.00 4.97 2.61
H -5.54 6.30 4.41
H -3.18 6.28 4.05
C -0.73 -7.07 -2.27
Si -1.64 -5.43 -1.94
C -1.63 -4.26 -3.42
C -3.44 -5.77 -1.42
C -0.67 -4.69 -0.47
Te 0.62 -3.26 -1.48
C 2.21 -4.58 -1.94
Si 3.84 -4.32 -1.09
C 4.84 -6.00 -1.21
C 3.61 -3.84 0.78
C 4.88 -3.06 -2.04
H 0.31 -6.91 -2.60
H -1.23 -7.71 -3.01
H -0.62 -7.72 -1.46
H -2.33 -4.64 -4.16
H -0.65 -4.15 -3.97
H -1.92 -3.28 -3.03
H -3.88 -6.41 -2.20
H -4.08 -4.81 -1.40
H -3.55 -6.38 -0.53
H 0.04 -5.37 0.03
H -1.15 -4.09 0.29
H 2.51 -4.34 -2.96
H 1.85 -5.67 -1.81
H 4.42 -6.72 -0.48
H 5.91 -5.90 -0.97
H 4.79 -6.41 -2.24
H 3.15 -2.84 0.80
H 4.62 -3.89 1.15
H 3.00 -4.61 1.29
H 5.17 -3.31 -3.09
H 5.82 -2.80 -1.51
H 4.31 -2.11 -2.02
C -2.42 0.82 -0.96
O -1.38 0.08 -0.29
H -2.97 0.06 -1.55
H -2.05 1.67 -1.58
H -3.17 1.19 -0.23
C -2.48 -1.38 3.53
Si -0.81 -2.12 3.67
C -0.94 -4.02 3.58
C 0.33 -1.56 5.16
Se 0.58 -1.57 1.85
H -3.21 -2.07 4.04
H -2.84 -1.44 2.48
H -2.63 -0.31 3.83
H -1.87 -4.29 3.02
H -0.89 -4.50 4.61
H -0.21 -4.52 2.96
H -0.17 -1.54 6.12
H 0.75 -0.58 4.95
H 1.21 -2.24 5.32
```

---

5.
A 6-piece molecular cluster, C2H15O5S overall at a distorted geometry. Source: the OMol25 dataset; level of theory: the ωB97M-V functional and the def2-TZVPD basis.

Summary:
**Kohn-Sham gap**: 0.2692 hartree
**Total charge**: -1
**E_LUMO**: 3.339 eV
**DFT total energy**: -859.62287 Eh

XYZ file:
```
23
C2H15O5S | the OMol25 dataset | the ωB97M-V functional and the def2-TZVPD basis
C 1.98 -1.07 -0.96
C 1.27 0.29 -0.81
S -0.44 0.01 -0.54
H 1.50 -1.89 -0.44
H 3.05 -1.03 -0.81
H 1.71 -1.55 -1.91
H 1.59 0.91 -1.68
H 1.66 1.04 -0.12
H 0.71 -2.52 1.37
H -0.76 -1.89 1.43
O -0.17 -2.58 1.75
H -2.56 -2.34 -0.73
H -2.79 -0.89 -0.94
O -3.29 -1.72 -0.86
H 0.96 1.04 2.08
H 1.45 0.57 3.39
O 1.02 1.33 2.99
H -1.09 1.89 0.60
H -1.10 1.62 2.18
O -1.11 2.29 1.50
H -1.95 2.09 -2.34
H -0.46 2.01 -2.33
O -1.19 2.41 -2.82
```

---

6.
A single C22H22O4 molecule at a distorted geometry. Source: the OMol25 dataset; level of theory: the ωB97M-V functional and the def2-TZVPD basis.

Summary:
**Kohn-Sham gap**: 0.3110 hartree
**Total charge**: 0
**E_LUMO**: 0.598 eV
**SMILES**: CC(=O)C(C(C)=O)C(c1ccc2c(c1)CCO2)c1ccc2c(c1)CCO2
**DFT total energy**: -1152.43471 Eh

XYZ file:
```
48
C22H22O4 | the OMol25 dataset | the ωB97M-V functional and the def2-TZVPD basis
C -0.66 3.19 1.88
C -0.37 1.74 2.19
C -1.02 0.66 1.23
C -1.61 -0.48 2.15
C -3.02 -0.93 1.83
O -0.94 -1.10 2.95
O 0.45 1.46 3.03
H -1.56 3.36 1.28
H -0.74 3.78 2.80
H 0.19 3.61 1.30
H -1.76 1.09 0.59
H -3.64 -0.18 1.35
H -2.97 -1.80 1.15
H -3.52 -1.27 2.75
C 3.53 4.75 -0.90
C 3.44 3.78 0.29
C 2.62 2.69 -0.25
C 2.35 2.98 -1.59
O 2.78 4.16 -2.05
C 1.57 2.14 -2.38
C 1.08 0.98 -1.86
C 1.12 0.76 -0.46
C 0.17 -0.09 0.35
C -0.35 -1.33 -0.37
C -0.10 -2.65 0.11
C -0.77 -3.73 -0.45
C -1.67 -3.48 -1.50
O -2.33 -4.54 -2.00
C -1.85 -5.70 -1.21
C -0.83 -5.18 -0.17
C -1.89 -2.21 -1.99
C -1.25 -1.15 -1.43
C 2.10 1.51 0.28
H 3.10 5.73 -0.66
H 4.58 4.93 -1.19
H 4.45 3.50 0.65
H 2.97 4.28 1.16
H 1.39 2.43 -3.39
H 0.58 0.24 -2.49
H 0.64 -0.35 1.33
H 0.60 -2.83 0.96
H -2.71 -6.18 -0.74
H -1.41 -6.45 -1.89
H 0.13 -5.72 -0.31
H -1.16 -5.47 0.85
H -2.53 -2.08 -2.82
H -1.47 -0.12 -1.68
H 2.29 1.27 1.35
```